Entry from OMol25: an isolated ion of composition C5H11N2 and charge +1 at a distorted geometry (ωB97M-V/def2-TZVPD).

- Kohn-Sham gap: 11.76 eV
- SMILES: CC1(C)C[NH+]=CN1
- Electronic energy: -306.3430 Eh
- Total charge: +1
- F_max: 5.234 eV Å⁻¹

Last column: Mulliken charge in e.
Cartesian coordinates (Å):
H  -0.62103  0.78791  1.77077  0.445
H  1.00346  0.44981  2.05059  0.463
H  1.61295  -0.34527  -1.72900  0.340
H  0.65406  1.95082  1.51962  0.438
C  -0.99217  -1.65778  0.03803  -0.123
H  -2.62146  -0.80543  -0.97331  0.260
C  0.37225  0.99756  1.47079  -1.564
H  -0.70421  0.55594  -1.73712  0.424
C  0.41512  0.34657  0.01618  1.146
H  0.76444  -1.69569  1.32911  0.318
H  -1.38704  -2.63371  0.27039  0.459
C  1.57679  0.43967  -0.94023  -1.432
H  1.43278  1.44166  -1.39114  0.370
H  2.42893  0.37051  -0.35324  0.437
N  -1.64103  -0.77653  -0.67435  -0.158
C  -0.92541  0.53008  -0.74894  -0.901
N  0.15695  -1.33266  0.51154  -0.336
H  -1.52539  1.37653  -0.42970  0.413

Atoms 1-6, force components in eV/Å:
H -0.99 0.34 0.70
H 1.92 -1.48 1.83
H -0.38 0.59 0.58
H 0.78 4.05 -0.03
C -0.47 -1.50 1.02
H 0.80 -0.60 0.25